{"formula": "C3H9O2", "method": "ωB97M-V/def2-TZVPD", "elements": ["C", "H", "H", "H", "O", "H", "C", "O", "C", "H", "H", "H", "H", "H"], "coordinates": [[0.35556, -0.72505, -3.05087], [0.94991, -0.77130, -3.96404], [-0.13006, 0.21437, -2.78574], [-0.02303, -1.65092, -2.61690], [2.99658, -0.43945, -0.87686], [2.21332, -0.47532, -1.51512], [2.39501, 2.63650, 0.76994], [2.27869, 1.27601, 0.42996], [3.25068, 0.85783, -0.49099], [1.60105, 2.86887, 1.48803], [3.37332, 2.85222, 1.23323], [2.27592, 3.28136, -0.11824], [4.25289, 0.87822, -0.02577], [3.25113, 1.54633, -1.36076]], "fmax_ha_per_bohr": 0.0366, "spin_multiplicity": 2, "e_tot_ev": -7348.9823, "s_squared": 0.753, "de_lowest_kcal_mol": 13.4, "orbital_gap_ha": [0.3830, 0.3418]}